No. 1
{
  "formula": "C31H45CrN8O2S2SbSe",
  "method": "wB97M-V/def2-TZVPD",
  "symbols": ["H", "C", "H", "H", "H", "H", "H", "C", "C", "Se", "H", "H", "N", "N", "H", "H", "H", "Cr", "S", "C", "C", "H", "Sb", "C", "C", "H", "H", "H", "H", "C", "H", "C", "S", "N", "H", "C", "C", "C", "C", "C", "C", "H", "C", "N", "C", "C", "H", "H", "N", "C", "H", "H", "H", "H", "N", "H", "H", "C", "C", "H", "C", "H", "O", "C", "H", "H", "H", "H", "C", "H", "C", "H", "H", "N", "H", "H", "C", "C", "O", "C", "H", "H", "N", "C", "C", "C", "H", "H", "H", "H", "H"],
  "xyz": [[-5.62323, 0.87135, -0.70602], [0.14827, -3.53101, -1.06212], [-0.79987, 2.40959, 4.01428], [1.17828, -3.49901, -0.72652], [7.96618, 2.57450, 1.61105], [-3.51571, -3.78255, -2.22822], [-1.97290, -5.67953, -2.60131], [4.59793, -0.73932, 1.46535], [-1.62092, -4.78032, -2.11304], [-4.67857, -1.31172, 2.08846], [0.70412, 0.12808, -3.42083], [-3.74733, 1.77487, -3.60030], [1.32211, -0.56515, -1.50253], [-0.90166, -1.88433, 1.66462], [-0.45838, -0.02273, 3.55921], [-0.74387, 3.32239, 0.25914], [1.40410, -0.56500, 2.22333], [0.08328, -0.85409, 0.09734], [3.51722, -2.08329, 1.18082], [-1.91015, -0.24701, -3.74263], [-2.24527, -1.85242, 1.96720], [-0.00283, -4.46293, 3.63070], [-1.57335, 1.12988, -0.95968], [-0.19121, -2.81267, 2.27123], [-3.61096, 1.58930, -0.38855], [1.34836, 1.93458, -0.15100], [-4.03198, 3.38029, -1.55686], [-4.66695, 0.89213, -2.17422], [5.00361, 1.87621, 3.57509], [-2.48466, -3.71740, -1.90199], [0.11833, 2.80766, 2.56922], [-0.70960, -2.44727, -0.85784], [3.63796, -1.50292, -2.12304], [0.84800, 0.24017, 1.95015], [-3.26932, 3.71403, -0.00077], [0.21278, 0.75313, 3.18197], [-2.01997, -3.77688, 3.50801], [-2.72277, 2.11262, -3.74912], [-0.82992, 4.10863, -1.73570], [6.52349, 0.55198, 0.84285], [1.02332, 2.73692, -0.81246], [-3.61972, 1.31610, 0.66479], [-0.69895, -3.75780, 3.19967], [-4.13978, -2.67374, 3.08271], [-2.03326, -2.56429, -1.27011], [2.66921, -0.75033, -3.34542], [0.37869, -5.51346, -1.84156], [-1.19856, -0.98787, -3.37913], [-3.05492, -0.96360, 1.44426], [-0.54281, 2.05358, 3.00978], [-2.30949, 2.69963, 2.20577], [1.33306, 2.45971, -1.82335], [-0.71566, 1.51143, -3.40626], [7.38025, 0.70591, 0.19893], [2.26280, -1.47279, 0.31855], [-1.87335, 4.41613, -1.68169], [1.54147, 0.91679, 1.63617], [-1.71153, 1.14136, -3.13886], [4.35843, 0.12955, 2.52803], [-2.45599, -4.48995, 4.19403], [6.27860, 1.44746, 1.89226], [5.91262, -1.23560, -0.15468], [2.92453, -2.44390, 2.44487], [-2.84378, -2.79986, 2.88390], [-2.90899, -0.62868, -3.51825], [-0.21837, 4.98965, -1.51924], [-1.82411, -0.19629, -4.83197], [-4.39331, -0.36545, -0.97525], [-0.48046, 3.00008, -0.74914], [0.97803, 0.90696, 3.94902], [5.18317, 1.21226, 2.73828], [0.86250, -2.85842, 2.02346], [-2.25878, 1.08904, 2.44738], [7.07712, 2.54244, 2.07725], [-2.73000, -1.75125, -1.11028], [1.57656, 3.64032, -0.54178], [5.69579, -0.53159, 0.63620], [-0.30293, -4.68626, -1.68837], [4.20530, -3.05530, 0.38003], [-3.97842, 3.06269, -0.51509], [3.02019, -0.67039, -4.36048], [-2.64331, 3.12725, -3.36468], [-1.70707, 1.88610, 2.14725], [2.39290, -1.17762, -0.97706], [-4.61931, 0.69385, -1.10515], [1.48718, -0.33800, -2.84925], [-2.56360, 2.15918, -4.83030], [7.03236, 3.03095, 2.95362], [3.54553, -0.07125, 3.21424], [-0.61170, 3.81766, -2.76471], [-4.96412, 3.23686, -0.07361]],
  "atomic_forces_ev_per_a": [[0.0, 0.0, 0.0], [-0.1, -0.1, 0.0], [0.0, 0.0, 0.0], [0.0, 0.0, 0.0], [0.0, 0.0, 0.0], [0.0, 0.0, 0.0], [0.0, 0.0, 0.0], [0.1, 0.0, 0.0], [0.0, 0.0, 0.0], [0.3, -0.1, 0.0], [0.0, 0.0, 0.0], [0.0, 0.0, 0.0], [0.2, -0.1, 0.4], [0.1, -0.4, 0.3], [0.0, 0.0, 0.0], [0.0, 0.0, 0.0], [0.1, 0.0, 0.0], [0.5, 0.2, -0.5], [-0.3, 0.2, -0.3], [0.0, 0.0, 0.0], [-0.1, 0.0, 0.1], [0.0, 0.0, 0.0], [-0.1, 0.1, 0.0], [-0.1, 0.4, -0.3], [0.0, 0.0, 0.0], [0.0, 0.0, 0.0], [0.0, 0.0, 0.0], [0.0, 0.0, 0.0], [0.0, 0.0, 0.0], [0.0, 0.0, 0.0], [0.0, 0.0, 0.0], [0.2, -0.1, 0.2], [0.0, 0.0, 0.1], [-0.1, 0.1, -0.1], [0.0, 0.0, 0.0], [0.0, 0.0, 0.0], [0.3, -0.1, 0.0], [0.0, 0.0, 0.0], [0.0, 0.0, 0.0], [0.0, 0.0, 0.0], [0.0, 0.0, 0.0], [0.0, 0.0, 0.0], [-0.3, -0.2, 0.2], [-0.1, 0.1, -0.1], [0.0, 0.0, 0.0], [-0.2, 0.1, -0.1], [0.0, 0.0, 0.0], [0.0, 0.0, 0.0], [-0.2, -0.1, 0.0], [0.0, 0.0, 0.0], [0.0, 0.0, 0.0], [0.0, 0.0, 0.0], [0.0, 0.0, 0.0], [0.0, 0.0, 0.0], [0.0, -0.3, 0.3], [0.0, 0.0, 0.0], [0.0, 0.0, 0.0], [0.0, 0.0, 0.0], [0.0, 0.0, 0.0], [0.0, 0.0, 0.0], [0.0, -0.1, 0.0], [0.0, 0.0, 0.0], [-0.1, 0.0, 0.1], [-0.1, 0.1, -0.1], [0.0, 0.0, 0.0], [0.0, 0.0, 0.0], [0.0, 0.0, 0.0], [0.0, 0.0, 0.0], [0.0, 0.1, 0.0], [0.0, 0.0, 0.0], [0.0, 0.0, 0.0], [0.0, 0.0, 0.0], [0.0, 0.0, 0.0], [0.0, 0.1, 0.0], [0.0, 0.0, 0.0], [0.0, 0.0, 0.0], [0.0, 0.0, 0.0], [0.0, 0.0, 0.0], [0.0, 0.0, 0.1], [0.0, 0.0, 0.0], [0.0, 0.0, 0.0], [0.0, 0.0, 0.0], [0.0, 0.0, 0.0], [-0.2, 0.2, -0.2], [0.0, 0.0, 0.0], [0.2, 0.0, -0.2], [0.0, 0.0, 0.0], [0.0, 0.0, 0.0], [0.0, 0.0, 0.0], [0.0, 0.0, 0.0], [0.0, 0.0, 0.0]],
  "charge": 1,
  "spin_multiplicity": 2,
  "orbital_gap_ha": [0.232, 0.232],
  "homo_energy_ev": [-10.4004, -10.4027]
}


No. 2
{
  "formula": "C4H15NO3",
  "method": "wB97M-V/def2-TZVPD",
  "symbols": ["H", "H", "O", "C", "H", "C", "C", "H", "H", "H", "H", "H", "O", "H", "C", "H", "H", "H", "O", "H", "N", "H", "H"],
  "xyz": [[-0.56433, -1.86323, -1.19158], [-0.61355, 0.76192, -1.10084], [-1.33725, -2.41428, -1.43091], [0.92120, 0.75585, 1.60635], [-0.55747, -1.21198, 0.47762], [-0.79971, 1.03293, -0.05569], [-1.06207, -0.19877, 0.89103], [1.31952, 1.29048, 2.51031], [-2.12761, -0.31246, 0.97617], [1.11004, 2.11310, -0.14898], [-0.16030, -2.00264, 0.74082], [-0.10446, 2.65140, 1.10733], [0.87718, 0.25425, -2.73643], [-0.96522, 0.66997, 2.67064], [0.37741, 1.80864, 0.60866], [-1.74056, 1.57993, -0.19216], [0.82499, 1.20001, -2.58634], [1.60783, 0.05283, 1.14725], [1.15753, -1.20594, -0.66980], [1.94601, -1.69489, -0.94525], [-0.32806, 0.16352, 2.06149], [1.08625, -0.29998, -1.86507], [-0.86734, -3.13065, -1.87462]],
  "atomic_forces_ev_per_a": [[0.1, 0.1, -0.5], [0.4, -0.2, 0.2], [0.5, -0.1, 0.3], [-0.9, 3.1, 1.6], [0.1, -0.9, -0.3], [0.5, -1.3, -1.5], [0.5, 3.4, 1.2], [0.3, -0.7, -0.9], [-0.2, -1.0, 0.5], [-0.2, 0.2, 0.3], [0.3, 1.5, -1.4], [0.6, 0.2, 0.2], [0.2, -0.8, 0.4], [0.8, 0.1, 0.2], [-0.4, -1.0, -1.0], [0.0, 0.0, 0.8], [0.2, -0.1, 0.3], [-0.2, -0.2, 0.1], [-0.1, -0.9, 0.8], [-0.2, -0.1, 0.2], [-1.3, -2.3, -0.2], [-0.5, 1.2, -1.1], [-0.3, -0.1, -0.1]],
  "charge": 0,
  "relative_energy_kj_mol": 587.7,
  "orbital_gap_ha": 0.269,
  "homo_energy_ev": -9.3789
}